# C18H35AuN6O5Se2

A molecular structure, C18H35AuN6O5Se2 in a non-equilibrium geometry (ωB97M-V/def2-TZVPD, the Open Molecules 2025 dataset).

```
67
Properties=species:S:1:pos:R:3:forces:R:3:nbo_charge:R:1
Au -0.381060 0.453445 0.725603 -0.24 0.38 0.14 1.256
C 2.006019 5.555969 1.009464 0.00 0.02 -0.08 -0.809
Se 2.071893 3.928355 2.055329 -0.12 -0.18 -0.03 0.328
C 0.305149 4.076051 2.830914 0.16 0.15 -0.03 -0.612
C -0.825336 4.245576 1.830126 0.21 0.24 0.54 -0.551
Se -1.583079 2.648874 1.009959 0.57 -0.44 -0.34 0.526
C -1.388010 3.131778 -0.868029 -0.09 -0.07 -0.07 -0.767
H 1.409653 6.306128 1.526046 0.12 0.09 -0.01 0.226
H 1.605433 5.358422 0.017039 0.00 0.10 0.01 0.212
H 3.033406 5.898953 0.916209 -0.05 0.12 -0.02 0.257
H 0.345106 4.974298 3.449918 -0.27 -0.06 0.04 0.254
H 0.178521 3.219207 3.490650 -0.07 0.00 0.00 0.249
H -0.559189 4.910331 1.011367 0.05 -0.10 -0.09 0.251
H -1.697187 4.664242 2.335294 -0.12 -0.06 -0.05 0.255
H -1.811822 4.125059 -0.992635 -0.01 0.02 0.05 0.254
H -1.960887 2.408958 -1.443565 0.00 0.02 -0.02 0.245
H -0.342343 3.079173 -1.157222 0.02 0.03 0.08 0.279
N -2.162313 -0.499353 1.230837 0.06 -0.10 -0.09 -0.799
C -2.547796 -1.437283 0.119691 -0.10 0.14 0.21 -0.172
C -3.392191 -2.607131 0.667082 0.02 -0.09 -0.05 -0.422
C -4.599841 -3.063818 -0.174817 0.09 0.02 -0.11 -0.411
C -4.312447 -4.224831 -1.129167 0.16 -0.04 -0.12 -0.217
N -3.571738 -3.831680 -2.327077 -0.17 0.07 0.19 -0.585
C -3.986665 -3.859526 -3.579793 -0.03 -0.11 -0.20 0.679
N -5.228434 -4.210588 -3.920569 0.03 0.02 0.04 -0.767
N -3.128229 -3.515150 -4.547973 0.02 0.00 0.11 -0.765
C -1.248414 -1.877932 -0.554087 0.44 -0.29 -0.23 0.786
O -1.271262 -2.655852 -1.487993 -0.03 0.08 0.25 -0.621
O -0.126106 -1.419836 -0.061450 -0.06 0.24 0.05 -0.702
H -1.866159 -1.063669 2.029326 -0.10 0.01 0.07 0.425
H -2.934936 0.078120 1.554753 -0.08 -0.01 -0.14 0.426
H -3.121749 -0.871453 -0.617388 0.03 0.11 0.07 0.238
H -3.763544 -2.299727 1.647237 -0.06 0.03 -0.02 0.230
H -2.737815 -3.463058 0.852048 0.02 0.02 0.06 0.237
H -5.022370 -2.220814 -0.728474 -0.03 -0.01 0.00 0.213
H -5.379081 -3.400705 0.509137 0.04 -0.02 0.04 0.247
H -5.232414 -4.734748 -1.405687 -0.04 0.07 -0.01 0.213
H -3.704833 -4.973172 -0.617334 -0.05 -0.05 0.04 0.227
H -2.638891 -3.449469 -2.140504 -0.01 -0.03 -0.05 0.450
H -5.923056 -4.430085 -3.230932 -0.01 -0.01 -0.01 0.423
H -5.486119 -4.321328 -4.885945 -0.01 0.00 0.00 0.428
H -2.153792 -3.387102 -4.329753 0.01 0.00 -0.03 0.429
H -3.385244 -3.560641 -5.518480 -0.02 0.01 0.00 0.424
C 2.977502 -2.222430 0.929155 0.00 -0.03 -0.05 -0.622
C 3.966470 -1.225142 1.511608 0.02 0.02 0.06 -0.359
C 3.852089 0.218065 0.957056 -0.03 0.10 -0.22 -0.272
C 4.943189 1.085277 1.614291 0.00 0.11 0.03 -0.366
C 5.080683 2.483071 1.025932 0.00 0.09 -0.12 -0.619
C 4.130337 0.179618 -0.533621 0.05 0.08 -0.14 0.720
O 5.170539 -0.211100 -0.987584 -0.03 -0.04 0.01 -0.534
N 3.139632 0.666922 -1.391419 -0.05 -0.07 0.28 -0.657
C 1.840759 0.939383 -1.057179 0.02 0.01 0.32 0.800
O 1.006205 1.223335 -1.891976 -0.37 -0.09 0.10 -0.643
N 1.522497 0.890130 0.305188 0.37 0.03 -1.04 -0.694
C 2.460320 0.721421 1.310508 -0.56 -0.19 0.73 0.732
O 2.096696 0.862448 2.464650 0.09 -0.27 -0.24 -0.613
H 3.110954 -3.203305 1.384639 0.06 0.02 0.01 0.236
H 3.112719 -2.346656 -0.148210 -0.01 0.03 0.01 0.213
H 1.943370 -1.927620 1.106134 -0.03 0.02 0.03 0.190
H 4.988165 -1.542740 1.304045 0.00 -0.02 -0.01 0.240
H 3.852842 -1.157074 2.593943 0.01 0.01 0.00 0.228
H 5.884333 0.551164 1.485459 -0.01 -0.04 0.03 0.238
H 4.724586 1.119032 2.682041 0.00 0.06 0.01 0.232
H 5.370449 2.451516 -0.026393 0.05 -0.05 0.02 0.214
H 5.843775 3.054927 1.552240 0.01 -0.06 0.03 0.239
H 4.150373 3.048490 1.091297 0.13 -0.12 -0.04 0.187
H 3.350658 0.657256 -2.380984 0.02 0.04 -0.01 0.444
```
Forces are in eV/Å.

Computed properties:
- HOMO energy: -12.89 eV
- Orbital gap: 0.18396 hartree
- Energy relative to the best compared isomer or geometry (same formula, charge and spin): 37.6 kcal per mole
- Multiplicity: 1
- LUMO: -7.9 eV
- Charge: +2
- Energy: -172784.3955 eV